This record from the OMol25 dataset describes C23H22BrN4O8SSeW as an isolated structure. The level of theory is the ωB97M-V functional and the def2-TZVPD basis.

```
61
Properties=species:S:1:pos:R:3:forces:R:3
W -0.349 -0.447 0.351 0.15 0.06 -0.34
O -1.302 0.419 2.108 -0.27 -0.13 -0.04
C -2.566 1.089 2.044 0.02 -0.05 -0.03
C -3.269 0.638 0.813 -0.15 0.06 -0.05
C -4.611 0.938 0.616 0.08 -0.04 -0.01
C -5.250 0.457 -0.506 -0.04 0.02 0.00
C -4.536 -0.353 -1.379 -0.02 -0.01 -0.02
C -3.212 -0.608 -1.119 0.02 -0.01 0.06
N -2.557 -0.085 -0.060 0.06 -0.03 0.13
H -0.663 1.078 2.472 0.17 0.12 0.01
H -2.394 2.167 2.034 -0.05 -0.01 -0.01
H -3.149 0.821 2.926 0.02 0.02 0.01
H -5.135 1.536 1.349 0.02 0.00 0.01
H -6.293 0.682 -0.683 0.00 -0.01 -0.01
H -5.002 -0.799 -2.246 0.00 0.00 0.00
H -2.650 -1.277 -1.751 -0.01 0.02 0.01
O 5.457 -0.079 1.613 0.00 -0.01 0.02
C 5.324 -0.522 0.373 -0.03 0.01 -0.03
O 6.257 -0.725 -0.353 0.00 0.00 0.01
C 3.935 -0.764 -0.132 0.02 0.02 0.02
C 3.663 -1.203 -1.408 0.03 -0.03 0.00
N 2.331 -1.293 -1.530 -0.15 0.03 0.01
N 1.700 -0.963 -0.393 0.20 -0.11 -0.05
C 2.672 -0.635 0.454 0.03 0.03 0.03
C 2.210 -0.249 1.798 -0.24 -0.04 -0.13
O 2.937 0.166 2.669 0.04 -0.04 0.12
O 0.919 -0.457 1.910 -0.03 0.13 0.24
H 4.598 0.039 2.079 -0.01 0.01 -0.01
H 4.339 -1.461 -2.206 -0.01 0.00 -0.02
H 1.817 -1.697 -2.296 0.01 -0.02 -0.01
Br -0.303 -2.810 -2.706 0.03 0.00 0.03
C -0.499 -0.954 -2.983 0.01 0.09 -0.04
C -0.658 -0.555 -4.300 0.01 -0.01 0.01
C -0.873 0.782 -4.578 -0.01 0.00 0.00
C -0.937 1.670 -3.520 0.01 0.00 0.02
C -0.755 1.200 -2.238 0.02 -0.07 -0.04
N -0.508 -0.100 -1.943 -0.17 -0.02 0.15
H -0.621 -1.298 -5.083 -0.01 0.00 0.00
H -1.002 1.114 -5.599 0.00 -0.01 0.00
H -1.129 2.723 -3.665 0.01 0.00 0.00
H -0.816 1.885 -1.410 -0.01 0.03 0.01
Se -1.239 -2.665 0.673 -0.03 -0.15 -0.02
C 0.169 -3.964 0.542 0.03 0.02 -0.01
C -0.066 -5.114 -0.202 0.00 0.00 0.00
C 0.940 -6.061 -0.346 0.00 0.00 0.00
C 2.171 -5.866 0.264 0.00 0.00 0.00
C 2.392 -4.730 1.033 0.00 -0.03 -0.02
C 1.392 -3.780 1.177 -0.02 0.03 0.01
H -1.036 -5.275 -0.659 0.00 -0.01 0.00
H 0.757 -6.957 -0.924 -0.01 0.00 0.00
H 2.951 -6.607 0.156 0.00 0.00 0.00
H 3.342 -4.593 1.533 0.00 0.02 0.01
H 1.546 -2.910 1.800 0.01 -0.03 0.01
C 1.764 3.712 0.750 -0.05 -0.02 -0.09
S 0.225 2.862 0.812 0.11 0.37 0.06
O -0.749 3.532 -0.013 -0.03 0.02 0.01
O -0.113 2.727 2.218 -0.03 -0.12 0.17
O 0.542 1.508 0.225 0.29 -0.13 -0.20
H 1.592 4.706 1.157 0.02 0.00 0.00
H 2.098 3.772 -0.282 -0.02 0.01 -0.01
H 2.477 3.165 1.362 -0.01 0.01 0.02
```
Positions in Å, forces in eV/Å.

ΔE to the lowest compared entry with this formula, charge and spin (kJ/mol): 0.0
Total charge: +1
E_LUMO (alpha / beta) (eV): -3.98 / -4.00
Orbital gap (alpha / beta) (eV): 6.69 / 6.78

These are the Löwdin partial charges, in e, on atoms 1 to 4: 1.42, -0.21, -0.10, -0.22

***

This record from the OMol25 dataset describes C51H40BBrF13N2OP3RuS2 as an isolated structure at a distorted geometry. The level of theory is the ωB97M-V functional and the def2-TZVPD basis.

```
115
Properties=species:S:1:pos:R:3:forces:R:3
Ru 0.994 0.518 0.130 -0.03 -1.55 1.28
S 3.464 0.190 1.101 -1.15 0.56 -0.84
P 2.294 0.133 2.726 -1.08 0.24 0.42
C 0.624 -0.249 2.355 1.65 0.72 -0.69
P 0.207 -1.934 2.556 0.10 -0.21 -1.26
S 0.961 -3.094 1.149 -0.04 -0.24 0.03
C 0.527 -2.694 4.200 0.05 0.43 -0.15
C 1.567 -3.609 4.318 -0.12 -0.10 -0.06
C 1.825 -4.213 5.534 -0.14 -0.15 -0.02
C 1.020 -3.939 6.627 -0.03 -0.09 0.05
C -0.018 -3.030 6.512 -0.07 -0.03 0.18
C -0.257 -2.395 5.308 0.04 0.01 -0.11
C -1.615 -1.992 2.494 0.14 -0.03 0.06
C -2.391 -0.859 2.308 0.09 0.09 0.15
C -3.763 -0.979 2.182 -0.22 -0.01 0.01
C -4.365 -2.227 2.241 -0.09 0.01 -0.04
C -3.586 -3.361 2.417 -0.16 -0.11 -0.02
C -2.216 -3.243 2.541 0.05 0.01 0.05
C 3.100 -0.861 4.028 -0.04 0.19 -0.37
C 2.746 -0.671 5.359 0.08 0.05 -0.06
C 3.350 -1.428 6.343 0.03 0.02 0.14
C 4.302 -2.374 5.997 0.16 0.01 -0.01
C 4.641 -2.576 4.670 0.18 -0.01 0.09
C 4.041 -1.820 3.679 0.04 0.16 -0.05
C 2.278 1.792 3.480 0.09 -0.21 -0.08
C 1.137 2.238 4.132 0.04 -0.14 0.01
C 1.124 3.491 4.713 -0.04 0.12 0.11
C 2.247 4.297 4.649 -0.07 0.11 -0.03
C 3.379 3.857 3.983 0.11 0.13 0.04
C 3.401 2.604 3.402 -0.08 -0.08 0.05
H 2.155 -3.856 3.444 -0.05 0.05 -0.04
H 2.649 -4.907 5.619 0.01 -0.07 0.02
H 1.188 -4.450 7.564 0.06 0.00 0.12
H -0.648 -2.827 7.366 -0.07 0.06 0.09
H -1.069 -1.687 5.222 -0.09 0.09 -0.02
H -1.912 0.109 2.242 0.11 0.03 0.04
H -4.366 -0.098 2.015 -0.08 0.12 0.04
H -5.437 -2.324 2.126 -0.06 0.02 0.04
H -4.054 -4.335 2.441 -0.03 -0.09 0.04
H -1.587 -4.117 2.656 -0.01 -0.09 -0.02
H 2.011 0.080 5.615 -0.05 0.04 0.06
H 3.088 -1.281 7.381 -0.04 0.00 0.04
H 4.784 -2.956 6.771 0.03 -0.08 0.07
H 5.378 -3.322 4.407 0.06 -0.05 -0.03
H 4.298 -1.955 2.636 -0.02 -0.07 -0.02
H 0.263 1.601 4.158 -0.04 -0.02 -0.09
H 0.230 3.850 5.199 -0.10 0.03 0.10
H 2.228 5.278 5.099 0.02 0.13 0.03
H 4.241 4.503 3.903 0.13 0.07 0.03
H 4.274 2.256 2.869 0.04 0.00 -0.06
Br 0.569 2.948 0.688 0.25 -0.88 -0.10
F 2.051 -0.972 -1.528 -0.35 0.67 0.44
B 2.603 -2.179 -2.117 -0.15 0.03 0.35
F 3.237 -2.893 -1.152 0.45 -0.47 0.56
F 3.480 -1.774 -3.104 0.53 0.32 -0.70
F 1.544 -2.872 -2.669 -0.61 -0.47 -0.29
N -0.889 -0.760 -0.359 0.10 0.62 -0.16
C -1.859 -1.275 -0.716 1.03 0.64 0.29
N -2.963 -1.783 -1.161 -0.52 -0.36 -0.16
C -4.234 -1.088 -1.063 -0.59 0.10 -0.24
C -4.999 -1.307 -2.372 0.08 0.33 0.31
O -5.159 -2.680 -2.634 -0.09 -0.03 0.00
C -3.905 -3.321 -2.757 0.38 -0.17 0.14
C -3.079 -3.196 -1.475 -0.19 -0.53 -0.30
H -4.073 -0.024 -0.882 0.05 -0.08 0.00
H -4.816 -1.510 -0.232 0.12 0.12 -0.15
H -4.465 -0.808 -3.197 -0.04 -0.09 0.03
H -6.003 -0.890 -2.293 0.05 0.07 -0.01
H -3.333 -2.882 -3.584 -0.09 -0.10 0.05
H -4.114 -4.366 -2.982 0.07 0.00 0.02
H -2.083 -3.617 -1.617 -0.05 0.01 0.05
H -3.583 -3.708 -0.642 0.11 0.03 -0.10
F 3.463 6.129 -5.924 -0.22 0.02 0.05
C 4.212 5.203 -5.284 0.15 0.26 -0.35
F 5.056 5.884 -4.500 0.03 -0.04 0.34
F 4.964 4.633 -6.245 0.05 -0.27 -0.04
C 3.363 4.207 -4.555 -0.03 -0.03 0.10
C 2.487 3.431 -5.308 0.11 0.12 0.09
C 1.646 2.539 -4.675 -0.02 0.05 0.13
C 1.682 2.405 -3.286 0.20 -0.07 0.07
C 2.585 3.164 -2.547 -0.09 -0.19 0.11
C 3.418 4.073 -3.176 0.07 0.12 -0.32
P 0.493 1.361 -2.370 0.23 0.46 0.43
C -0.918 2.532 -2.287 -0.15 -0.17 0.20
C -0.935 3.792 -2.876 -0.03 -0.19 0.03
C -2.001 4.643 -2.656 -0.30 -0.04 0.14
C -3.069 4.233 -1.867 -0.05 -0.03 0.01
C -3.069 2.977 -1.273 -0.10 0.23 -0.16
C -1.987 2.147 -1.477 0.14 -0.10 -0.07
C -4.222 5.173 -1.694 -0.34 0.23 -0.15
F -4.775 5.513 -2.882 0.10 -0.06 -0.15
F -5.227 4.674 -0.957 0.09 -0.24 0.15
F -3.866 6.334 -1.119 0.20 0.08 0.12
C -0.026 0.186 -3.655 0.16 -0.53 0.01
C -1.360 -0.124 -3.921 0.12 0.17 0.04
C -1.670 -1.149 -4.791 0.13 -0.20 -0.23
C -0.655 -1.905 -5.373 0.14 0.11 0.09
C 0.677 -1.592 -5.134 -0.35 -0.20 -0.21
C 0.983 -0.547 -4.286 -0.19 0.35 0.17
C -1.050 -3.071 -6.227 -0.35 -0.21 -0.47
F -1.968 -3.854 -5.616 0.00 -0.01 0.27
F -1.646 -2.695 -7.387 0.02 0.32 0.01
F -0.042 -3.868 -6.584 0.33 0.06 0.18
H 2.466 3.545 -6.382 -0.04 -0.02 -0.10
H 0.946 1.959 -5.255 -0.02 -0.05 -0.06
H 2.626 3.053 -1.471 -0.04 -0.03 0.03
H 4.102 4.675 -2.599 0.08 0.04 0.06
H -0.118 4.118 -3.499 0.11 0.07 -0.03
H -2.016 5.628 -3.095 0.03 0.12 -0.09
H -3.898 2.664 -0.652 0.01 0.04 0.03
H -1.941 1.188 -0.979 -0.04 0.13 0.03
H -2.154 0.444 -3.455 -0.05 0.02 0.00
H -2.697 -1.378 -5.040 -0.10 0.03 0.08
H 1.465 -2.180 -5.578 0.06 -0.04 0.05
H 2.019 -0.321 -4.081 0.07 -0.09 0.03
```
Positions in Å, forces in eV/Å.

ΔE to the lowest compared entry with this formula, charge and spin (kJ/mol): 0.0
Total charge: -1
E_LUMO (alpha / beta) (eV): 0.90 / 1.54
2S+1: 2
Orbital gap (alpha / beta) (eV): 5.52 / 6.27

These are the Löwdin partial charges, in e, on atoms 1 to 4: 0.63, 0.36, 0.38, -0.57

***

This record from the OMol25 dataset describes a 2-piece molecular cluster, C22H46FN3O8P overall at a distorted geometry. The level of theory is the ωB97M-V functional and the def2-TZVPD basis.

```
81
Properties=species:S:1:pos:R:3:forces:R:3
C 0.594 4.527 5.131 -0.95 -0.36 -0.41
C 0.048 4.846 3.698 0.77 0.54 0.47
C 1.110 5.602 2.848 0.15 -0.55 0.42
C 2.306 4.678 2.463 0.03 1.97 -0.06
O 2.134 4.150 1.137 -0.60 -1.19 0.64
C 2.459 2.779 1.072 0.83 1.19 -0.43
N 3.932 2.707 1.062 -0.28 -1.29 -0.20
C 4.460 1.361 0.715 -0.13 0.00 0.77
C 3.709 0.613 -0.406 2.18 -1.18 0.44
F 4.297 0.956 -1.605 -1.23 0.30 0.08
N 2.236 0.820 -0.438 -0.01 0.82 -1.14
C 1.405 -0.028 0.473 -1.12 -1.44 0.50
C 2.074 -0.661 1.708 0.72 0.87 1.30
N 1.267 -1.705 2.360 -0.32 0.61 -0.04
C 1.541 -1.833 3.804 0.57 -1.26 0.84
C 3.054 -1.826 4.175 -0.19 1.46 -0.47
C -0.153 -1.544 2.140 -0.68 1.02 0.57
C -1.003 -0.441 2.837 1.12 -0.40 0.93
O -0.718 -2.273 1.395 -0.07 -0.22 -0.54
C 2.010 2.302 -0.328 -0.19 1.43 0.27
C 0.604 2.758 -0.780 -0.74 -0.11 -0.33
C 0.660 3.055 -2.300 -0.69 0.10 0.49
O 1.032 2.181 -3.014 0.81 -0.81 -0.49
O 0.268 4.259 -2.815 -0.33 -0.55 0.72
H 1.550 3.977 5.107 -0.36 0.30 0.12
H 0.678 5.431 5.757 0.18 -0.28 -0.40
H -0.168 3.885 5.616 0.57 0.22 -0.04
H -0.246 3.897 3.203 -0.03 0.55 0.14
H -0.825 5.507 3.834 0.14 -0.51 -0.27
H 0.677 6.081 1.949 0.28 -0.44 0.29
H 1.526 6.430 3.455 -0.26 -0.39 -0.21
H 2.473 3.897 3.229 -0.15 0.15 -0.47
H 3.194 5.345 2.431 -0.20 -0.67 0.05
H 1.994 2.244 1.929 -0.02 0.04 -0.45
H 4.308 2.914 1.986 -0.17 0.25 -0.20
H 4.495 0.715 1.620 -0.10 0.10 -0.56
H 5.505 1.490 0.380 -0.54 -0.24 -0.03
H 3.878 -0.478 -0.335 -0.17 0.52 0.19
H 1.943 0.592 -1.405 0.14 0.08 0.15
H 0.545 0.572 0.827 0.57 -0.06 -0.31
H 0.952 -0.844 -0.128 0.44 0.43 0.12
H 3.076 -1.099 1.546 -0.55 0.24 -0.38
H 2.242 0.146 2.467 0.01 -0.19 -0.57
H 1.012 -1.095 4.442 0.23 -0.08 -0.46
H 1.155 -2.828 4.104 -0.02 0.55 -0.27
H 3.705 -2.165 3.349 -0.40 -0.36 0.57
H 3.254 -2.348 5.120 -0.12 -0.03 -0.51
H 3.340 -0.763 4.339 0.06 -0.60 0.04
H -1.615 0.117 2.113 0.27 -0.35 0.24
H -0.369 0.223 3.459 -0.42 -0.05 -0.51
H -1.657 -0.968 3.558 0.10 0.30 -0.50
H 2.722 2.769 -1.037 -0.14 -0.40 0.48
H -0.125 1.922 -0.696 0.34 0.42 -0.03
H 0.176 3.591 -0.205 0.65 -0.24 -0.05
H -0.706 4.259 -2.830 0.25 0.38 -0.02
O -4.575 -3.665 -1.692 -2.64 2.89 -0.85
P -4.113 -3.099 -3.010 6.39 -4.42 -1.15
O -4.139 -4.451 -3.946 -0.52 0.75 0.26
C -5.404 -5.002 -4.315 -0.31 -0.17 -0.21
C -6.059 -4.201 -5.426 0.01 0.14 0.05
O -2.504 -3.019 -2.637 -0.41 0.68 -0.17
C -2.080 -2.745 -1.303 0.12 -0.45 0.21
C -1.557 -4.008 -0.653 0.01 -0.47 0.00
O -3.869 -2.096 -4.315 -2.93 0.50 1.83
C -2.621 -1.914 -4.986 0.71 0.51 -0.47
C -2.114 -3.139 -5.714 -0.04 -0.35 0.26
H -6.059 -5.059 -3.441 0.08 -0.02 0.03
H -5.219 -6.021 -4.655 0.16 0.04 0.08
H -6.315 -3.194 -5.084 -0.05 -0.03 -0.02
H -6.972 -4.691 -5.765 0.02 0.00 0.03
H -5.382 -4.090 -6.274 -0.02 -0.07 0.01
H -2.884 -2.302 -0.715 -0.03 -0.10 -0.02
H -1.275 -2.003 -1.364 -0.01 0.04 -0.14
H -2.288 -4.817 -0.703 -0.14 0.17 -0.07
H -1.303 -3.833 0.389 -0.11 -0.28 -0.38
H -0.665 -4.364 -1.175 0.00 0.07 -0.01
H -1.870 -1.512 -4.306 -0.10 -0.19 0.14
H -2.804 -1.127 -5.723 -0.33 -0.03 0.11
H -1.791 -3.913 -5.019 -0.04 0.02 0.01
H -1.259 -2.871 -6.338 -0.07 0.14 0.02
H -2.890 -3.566 -6.349 0.03 0.07 -0.03
```
Positions in Å, forces in eV/Å.

Total charge: +1
E_LUMO (eV): -2.51
Orbital gap (eV): 9.07

These are the Löwdin partial charges, in e, on atoms 1 to 4: -0.11, -0.25, -0.17, -0.19

***

This record from the OMol25 dataset describes C18H29BeBrClF7KN2NaO11S2 as an isolated structure at a distorted geometry. The level of theory is the ωB97M-V functional and the def2-TZVPD basis.

```
74
Properties=species:S:1:pos:R:3:forces:R:3
C 0.942 -0.666 -0.640 0.18 0.21 -0.64
C 0.778 0.602 -1.535 1.04 -0.20 0.19
C 0.650 1.887 -0.677 -0.62 -0.11 -1.13
F 1.354 1.697 0.510 -0.48 0.16 -0.29
C -0.796 2.344 -0.345 -0.40 0.67 1.54
C -1.783 1.396 0.421 -0.77 -1.82 0.33
C -3.026 1.274 -0.548 1.70 0.98 -0.87
C -3.523 -0.153 -0.854 1.71 3.14 2.31
F -2.446 -0.799 -1.497 -2.04 -0.18 0.75
F -4.658 -0.035 -1.681 0.70 -0.80 1.52
F -3.800 -0.771 0.272 -0.50 -0.69 -1.16
O -2.442 1.672 -1.825 -1.42 0.76 -0.76
C -1.716 2.834 -1.495 2.34 -4.30 2.50
O -1.841 3.875 -1.957 -0.64 3.06 -2.08
H 0.911 -1.545 -1.320 0.17 0.29 0.47
H 0.150 -0.791 0.112 0.35 0.08 -0.16
H 1.942 -0.610 -0.152 -1.10 -0.26 -0.30
H -0.005 0.497 -2.319 0.14 0.28 0.73
H 1.735 0.695 -2.105 -0.61 -0.05 0.28
H 1.147 2.745 -1.184 -0.33 -0.48 0.20
H -0.616 3.231 0.301 -0.32 -0.49 -0.30
H -1.510 0.340 0.606 0.75 0.66 -0.06
H -2.120 1.803 1.453 0.87 -1.12 -2.04
H -3.790 2.050 -0.340 -0.20 -1.03 0.30
K -3.749 -1.083 -3.448 0.29 -0.69 -2.22
Br -2.568 3.634 1.969 -0.52 1.99 1.34
O 5.446 -0.626 0.976 0.27 -0.68 -0.16
S 4.514 -1.736 0.809 -0.98 3.62 -0.12
O 3.446 -1.641 1.797 0.23 -0.91 -0.18
O 5.242 -3.043 1.003 1.75 -3.31 -1.80
O 3.944 -1.708 -0.550 0.18 -0.89 -0.22
Be 6.196 -3.981 -0.660 -1.31 1.69 2.13
O 3.209 -5.960 -0.490 0.00 0.26 0.18
H 2.229 -5.928 -0.539 0.03 0.13 0.14
H 3.523 -6.803 -0.105 -0.01 0.11 0.07
H 3.576 -5.174 0.007 0.00 0.09 -0.03
C 4.627 -0.548 -5.640 0.03 -0.05 -0.24
C 5.578 0.308 -4.809 -0.35 -0.17 0.23
C 6.597 -0.512 -4.001 0.30 0.30 -0.13
O 6.057 -1.126 -2.841 0.02 -0.42 -0.13
C 5.377 -2.329 -3.073 0.13 0.81 -0.41
N 4.787 1.193 -3.948 0.28 -0.10 0.07
H 3.846 -1.012 -5.035 0.04 0.04 0.08
H 4.124 0.066 -6.388 0.01 0.02 0.08
H 5.167 -1.338 -6.168 -0.01 0.00 0.01
H 6.146 0.931 -5.507 0.09 -0.02 0.09
H 7.367 0.172 -3.636 -0.07 -0.03 0.11
H 7.109 -1.252 -4.629 -0.11 -0.08 -0.04
H 5.830 -2.913 -3.881 0.04 -0.02 0.00
H 4.322 -2.141 -3.284 -0.07 -0.32 0.19
H 5.418 -2.922 -2.141 -0.12 -0.15 0.33
H 5.416 1.833 -3.468 -0.09 0.10 -0.08
H 4.404 0.625 -3.194 -0.10 0.06 -0.04
N -5.639 3.848 4.682 -0.67 -0.69 -0.19
C -6.784 3.719 5.378 0.92 0.39 -0.86
C -7.906 3.036 4.907 0.08 -0.11 -1.37
C -7.829 2.461 3.646 0.09 -0.01 0.04
C -6.659 2.581 2.908 -0.17 -0.01 0.10
C -5.602 3.275 3.463 -0.12 0.09 0.02
H -6.782 4.188 6.342 0.04 0.15 -0.10
H -8.813 2.957 5.513 0.43 0.12 -0.69
H -8.678 1.922 3.240 0.00 0.01 0.03
H -6.571 2.144 1.922 0.07 0.04 0.01
H -4.672 3.390 2.925 -0.09 0.00 -0.17
C -2.547 -2.714 4.083 -0.41 -0.29 0.21
F -3.097 -2.058 5.120 0.18 0.13 -0.12
F -2.276 -3.959 4.521 0.17 0.15 -0.14
F -3.522 -2.842 3.154 0.21 0.11 -0.07
S -1.048 -1.856 3.420 1.12 0.75 -0.47
O -0.133 -1.814 4.532 -0.37 -0.24 0.37
O -1.542 -0.552 3.003 -0.50 -0.39 0.06
O -0.607 -2.703 2.325 -0.54 -0.27 -0.08
Cl -8.427 3.402 7.396 -1.29 -0.12 3.28
Na -3.579 3.015 5.194 0.39 0.08 -0.41
```
Positions in Å, forces in eV/Å.

E_LUMO (eV): -5.66
Orbital gap (eV): 0.93

These are the Löwdin partial charges, in e, on atoms 1 to 4: -0.09, -0.16, -0.28, 0.01